A molecular structure, H2N2O4S. Source: OMol25; level of theory: wB97M-V/def2-TZVPD.

Structure (XYZ):
```
9
Properties=species:S:1:pos:R:3:forces:R:3:nbo_charge:R:1
N 2.166 0.068 0.020 -0.766 -0.066 0.481 0.245
N 1.113 0.928 0.222 4.467 -0.358 -0.072 -0.712
O 1.781 -1.057 -0.366 0.751 1.009 0.432 -0.441
O -1.683 -1.344 0.575 -1.512 -0.908 -0.457 -0.416
O -0.936 1.518 -0.663 -0.737 0.137 -0.477 -0.888
O -0.626 -0.506 0.868 0.748 0.675 0.101 -0.414
S -0.039 0.183 -0.498 -3.114 0.880 -0.451 1.632
H -1.268 -2.179 0.312 0.154 -0.076 0.143 0.465
H -0.507 2.389 -0.468 0.009 -1.294 0.299 0.528
```
Forces are in eV/Å.

Results
**Energy relative to the best compared isomer or geometry (same formula, charge and spin)**: 460.64 kJ/mol
**HOMO-LUMO gap**: 9.814 eV
**E_tot**: -22030.4165 eV
**Maximum force**: 4.48 eV/Å


A single H2N2O4S molecule. Source: OMol25; level of theory: wB97M-V/def2-TZVPD.

Structure (XYZ):
```
9
Properties=species:S:1:pos:R:3:forces:R:3:nbo_charge:R:1
N -1.386 0.295 0.159 -0.018 -2.853 0.163 0.541
N -0.309 0.867 0.093 0.414 0.493 0.704 -0.415
O -2.508 0.569 0.517 0.653 0.800 -0.478 -0.371
O -1.308 -1.222 -0.226 -2.281 0.923 0.733 -0.664
O 2.322 0.569 0.674 -3.708 -2.240 1.442 -0.927
O 1.274 -0.312 -1.482 0.888 -0.146 -1.928 -0.882
S 1.144 -0.315 -0.080 -0.088 0.924 1.733 1.707
H -2.281 -1.482 -0.028 2.274 0.553 -0.426 0.492
H 3.052 1.033 0.373 1.867 1.546 -1.943 0.518
```
Forces are in eV/Å.

Results
**Energy relative to the best compared isomer or geometry (same formula, charge and spin)**: 287.86 kJ/mol
**HOMO-LUMO gap**: 10.306 eV
**E_tot**: -22032.2072 eV
**Maximum force**: 4.57 eV/Å


2 unconnected molecules or ions with the total composition H2N2O4S. Source: OMol25; level of theory: wB97M-V/def2-TZVPD.

Structure (XYZ):
```
9
Properties=species:S:1:pos:R:3:forces:R:3:nbo_charge:R:1
N 0.463 0.428 0.055 0.555 1.210 0.441 -0.513
N -1.537 1.739 0.401 -3.510 -3.077 2.553 0.406
O -2.018 0.741 1.006 1.962 2.416 -1.031 -0.474
O -0.454 1.566 -0.172 4.230 0.764 -2.870 -0.139
O -3.819 -1.497 0.419 -0.484 2.064 -0.056 -0.844
O -3.884 0.350 -1.192 -0.188 0.079 0.733 -0.858
S -4.139 -0.090 0.160 0.157 -2.311 -0.850 1.672
H 0.954 0.035 -0.773 -1.237 1.316 -0.066 0.387
H -0.172 -0.209 0.395 -1.485 -2.459 1.146 0.364
```
Forces are in eV/Å.

Results
**Energy relative to the best compared isomer or geometry (same formula, charge and spin)**: 284.44 kJ/mol
**HOMO-LUMO gap**: 10.218 eV
**E_tot**: -22032.2428 eV
**Maximum force**: 5.32 eV/Å


A molecular structure, H2N2O4S2. Source: OMol25; level of theory: wB97M-V/def2-TZVPD.

Structure (XYZ):
```
10
Properties=species:S:1:pos:R:3:forces:R:3:nbo_charge:R:1
N 0.056 -0.017 -1.337 -0.718 -0.173 1.645 -1.213
N -0.413 1.050 1.110 -2.334 -0.302 -1.660 -1.108
O 2.366 -1.190 -1.764 -1.038 0.738 0.157 -1.097
O 2.029 -0.005 0.353 0.213 0.810 0.334 -1.118
O -1.562 -1.101 0.495 0.054 -0.629 0.251 -1.051
O -2.231 0.770 -0.824 -0.925 1.185 -0.082 -1.025
S 1.364 -0.906 -0.652 0.759 -1.952 -0.470 1.517
S -1.120 0.094 -0.215 3.061 0.399 -1.837 2.317
H -1.067 0.544 1.704 1.026 0.355 1.487 0.350
H 0.577 0.759 1.130 -0.099 -0.431 0.174 0.428
```
Forces are in eV/Å.

Results
**Energy relative to the best compared isomer or geometry (same formula, charge and spin)**: 36.99 kJ/mol
**HOMO-LUMO gap**: 5.587 eV
**E_tot**: -32871.4499 eV
**Net charge**: -2
**Maximum force**: 3.59 eV/Å